{
  "formula": "C4H12MnN3O11S",
  "method": "the ωB97M-V functional and the def2-TZVPD basis",
  "e_homo_ev": [-4.4, -4.5],
  "max_force_ha_per_bohr": 0.10334,
  "e_tot_ha": -2700.51458,
  "homo_lumo_gap_ev": [6.62, 6.73],
  "s_squared": 8.755,
  "total_charge": -1,
  "multiplicity": 6,
  "de_lowest_kj_mol": 90.2,
  "lumo_energy_ev": [2.26, 2.20],
  "symbols": ["Mn", "C", "O", "H", "H", "H", "S", "O", "O", "O", "O", "C", "N", "O", "O", "H", "H", "H", "C", "N", "O", "O", "H", "H", "H", "C", "N", "O", "O", "H", "H", "H"],
  "xyz": [[-0.238821, -0.527719, 0.152067], [-3.615641, -0.998364, 0.086694], [-2.248530, -1.148360, 0.055857], [-3.931482, 0.029211, 0.348849], [-4.049325, -1.183577, -0.913315], [-4.075240, -1.658163, 0.837829], [1.609291, -2.249042, 0.751180], [1.515766, -3.629278, 1.214321], [3.053571, -1.957851, 0.767684], [0.958989, -2.023635, -0.546081], [0.906241, -1.256266, 1.620500], [-2.022709, -0.544959, -3.763061], [-0.711197, -0.013837, -3.335446], [-0.401632, -0.174874, -2.173328], [-0.012032, 0.539398, -4.149961], [-1.806966, -1.325977, -4.487779], [-2.555472, 0.293758, -4.201776], [-2.565491, -0.964938, -2.921709], [3.758287, 0.841091, -0.443013], [2.460868, 1.537533, -0.422859], [1.525078, 0.822111, -0.129563], [2.319244, 2.723423, -0.635016], [4.181430, 0.727065, 0.551336], [4.394428, 1.426671, -1.102478], [3.582347, -0.176775, -0.788414], [0.206949, 1.682396, 3.782711], [-0.866976, 1.352402, 2.844984], [-0.604459, 0.968796, 1.719789], [-2.009686, 1.553834, 3.234795], [-0.140710, 1.378282, 4.765284], [0.252496, 2.770172, 3.775063], [1.131398, 1.187465, 3.504858]],
  "forces_ev_per_a": [[-2.791, -0.531, -0.506], [0.898, 0.489, 0.029], [1.013, 0.424, -0.102], [-0.078, 0.061, 0.076], [-0.353, -0.252, 0.051], [-0.238, -0.152, -0.175], [3.746, -2.986, 2.300], [-1.420, 0.242, -0.125], [-0.024, 1.337, -0.894], [-0.368, -0.090, -2.225], [-0.409, 0.337, 1.612], [-0.283, -0.182, -0.170], [0.181, -0.212, 1.047], [0.100, 0.290, -0.381], [-0.031, 0.156, -0.521], [-0.080, 0.147, -0.164], [-0.019, -0.122, -0.183], [0.276, 0.138, 0.256], [0.743, 0.073, -0.851], [-1.128, -0.338, 0.762], [-0.059, 0.238, -0.151], [0.901, 0.073, -0.211], [-0.333, 0.316, 0.163], [0.152, -0.085, 0.124], [-0.136, 0.046, 0.016], [0.226, 0.030, 0.514], [-1.609, -0.183, -0.717], [0.115, 0.956, 0.801], [0.715, -0.131, -0.046], [0.065, -0.102, -0.024], [0.293, -0.037, -0.097], [-0.066, 0.049, -0.210]]
}